70
Properties=species:S:1:pos:R:3:nbo_charge:R:1 method="wB97M-V/def2-TZVPD" de_lowest_kj_mol=0.0 homo_ev=-10.84 lumo_ev=-4.6 total_energy_ha=-4407.41123 molar_mass_g_mol=476.53 total_charge=+1 fmax_ha_per_bohr=0.038 gap_ha=0.22874
Ca 2.935 -0.687 -1.642 1.822
Br 0.406 0.549 -1.128 -0.875
C -3.756 1.184 -5.515 -0.623
C -2.727 1.521 -4.451 -0.073
C -3.299 2.242 -3.247 -0.068
O -4.106 3.353 -3.642 -0.553
C -4.321 4.293 -2.627 -0.244
N -2.017 0.297 -4.045 -0.833
H -4.569 0.614 -5.035 0.197
H -3.344 0.547 -6.291 0.222
H -4.331 2.045 -5.856 0.235
H -1.961 2.176 -4.879 0.180
H -2.497 2.710 -2.661 0.162
H -3.892 1.584 -2.601 0.165
H -3.440 4.908 -2.418 0.164
H -4.568 3.781 -1.685 0.158
H -5.188 4.887 -2.898 0.199
H -1.340 0.527 -3.325 0.354
H -2.729 -0.285 -3.601 0.354
C -3.396 -3.876 0.139 -0.616
C -2.692 -2.555 0.398 -0.080
C -1.453 -2.741 1.300 -0.069
O -1.799 -3.248 2.585 -0.543
C -2.329 -2.282 3.453 -0.258
N -2.322 -1.942 -0.874 -0.826
H -3.755 -4.288 1.080 0.227
H -2.789 -4.575 -0.439 0.198
H -4.274 -3.678 -0.480 0.225
H -3.384 -1.901 0.932 0.190
H -0.841 -1.843 1.425 0.151
H -0.822 -3.518 0.853 0.170
H -1.695 -1.396 3.542 0.159
H -2.494 -2.755 4.425 0.201
H -3.357 -1.983 3.197 0.169
H -1.715 -2.580 -1.391 0.337
H -1.695 -1.146 -0.740 0.362
C 6.260 -3.598 -0.544 -0.612
C 4.933 -2.810 -0.714 -0.097
C 4.244 -2.507 0.599 -0.092
O 3.023 -1.819 0.378 -0.644
C 2.324 -1.414 1.566 -0.274
N 5.226 -1.614 -1.567 -0.965
H 6.038 -4.428 0.129 0.235
H 7.035 -2.989 -0.076 0.220
H 6.626 -3.933 -1.510 0.231
H 4.342 -3.512 -1.313 0.208
H 4.896 -1.915 1.256 0.194
H 4.156 -3.461 1.128 0.218
H 2.888 -0.648 2.109 0.189
H 2.221 -2.238 2.273 0.207
H 1.383 -0.978 1.253 0.241
H 6.028 -1.082 -1.233 0.402
H 5.545 -1.956 -2.472 0.397
C 0.196 4.699 2.153 -0.608
C 1.450 3.806 2.075 -0.076
C 1.232 2.491 2.792 -0.060
O 1.265 2.661 4.186 -0.534
C 1.158 1.460 4.897 -0.242
N 1.784 3.605 0.662 -0.819
H -0.237 4.591 3.147 0.221
H -0.579 4.285 1.497 0.196
H 0.454 5.701 1.830 0.226
H 2.239 4.385 2.559 0.198
H 2.032 1.787 2.486 0.129
H 0.287 2.023 2.460 0.162
H 1.784 0.664 4.467 0.142
H 0.136 1.063 4.929 0.169
H 1.495 1.620 5.920 0.203
H 2.639 3.060 0.601 0.331
H 1.051 3.061 0.216 0.361